Record 1
An isolated molecule of C3H8N2S in a non-equilibrium geometry. Source: the Open Molecules 2025 dataset; level of theory: ωB97M-V/def2-TZVPD.

Multiplicity = 1
Energy = -626.563428 hartree
HOMO energy (alpha / beta) = -7.74 / -7.61 eV
Lowest unoccupied orbital energy (alpha / beta) = -0.005 / -0.005 Eh

Each line ends with the Mulliken charge.
Atoms and positions in Å:
C (-1.96452, -0.63150, -0.05188)  -0.599
C (-2.32841, 0.67973, -0.64558)  -0.339
C (-1.27595, 0.58190, 0.52777)  -0.024
N (3.06669, -0.59660, 0.38205)  -0.408
N (2.09523, -0.34626, -0.59116)  -0.395
S (0.44009, 0.73816, 0.24009)  -0.040
H (-2.78697, -1.19782, 0.34581)  0.206
H (-1.30777, -1.40560, -0.43142)  0.262
H (-2.00382, 1.19305, -1.61382)  0.224
H (-3.14586, 1.23484, -0.21004)  0.225
H (3.29570, 0.28787, 0.70216)  0.260
H (2.61099, -1.11500, 1.06214)  0.247
H (2.50871, 0.33755, -1.18450)  0.250
H (0.79588, 0.23966, 1.46840)  0.131

Record 2
A 2-piece molecular cluster, C3H8N2S2 overall in a non-equilibrium geometry. Source: the Open Molecules 2025 dataset; level of theory: ωB97M-V/def2-TZVPD.

Multiplicity = 3
Energy = -1024.735200 hartree
<S²> = 2.0082
HOMO energy (alpha / beta) = -5.10 / -9.12 eV
Lowest unoccupied orbital energy (alpha / beta) = 0.023 / -0.074 Eh

Each line ends with the Mulliken charge.
Atoms and positions in Å:
C (-1.92744, 0.64732, -0.48874)  -0.417
C (0.44371, 1.44675, -0.11671)  0.316
C (1.38631, -1.82676, 0.07419)  -1.068
N (-1.25118, 0.09765, 0.64122)  -0.226
N (0.03511, 0.53989, 0.67339)  -0.423
S (-0.92202, 1.90736, -1.23566)  -0.115
S (1.93383, 2.29841, -0.08610)  -0.224
H (-1.91557, -0.14440, -1.32688)  0.313
H (-2.86716, 1.15907, -0.10976)  0.331
H (0.11217, -2.13886, 0.14320)  0.052
H (1.25393, -0.98443, 0.77242)  0.363
H (1.27191, -1.63443, -0.95383)  0.286
H (-1.28856, -0.90722, 0.53252)  0.276
H (1.71987, -2.74573, 0.20393)  0.422
H (2.01510, 2.28538, 1.27680)  0.115

Record 3
A 2-piece molecular cluster, C3H8N3 overall in a non-equilibrium geometry. Source: the Open Molecules 2025 dataset; level of theory: ωB97M-V/def2-TZVPD.

Multiplicity = 1
Energy = -283.006630 hartree
Charge = +1
HOMO energy = -13.26 eV
Lowest unoccupied orbital energy = -0.170 Eh

Each line ends with the Mulliken charge.
Atoms and positions in Å:
C (1.27424, -2.22196, 1.29889)  -0.308
C (-0.70776, 0.36530, -0.67709)  0.035
C (-1.36094, 1.46952, 0.11791)  -1.047
N (1.13247, -1.01951, 1.01616)  0.467
N (1.04138, 0.11736, 0.78967)  -0.563
N (0.00377, 0.59608, -1.77795)  -0.307
H (1.80609, -2.83481, 0.69766)  0.303
H (1.33320, -2.57288, 2.42341)  0.256
H (-0.92345, -0.65767, -0.45315)  0.488
H (-0.57246, 2.26640, 0.26341)  0.326
H (-1.77609, 1.34824, 1.07802)  0.342
H (-2.10658, 1.82933, -0.46933)  0.380
H (0.54418, 1.51514, -1.87893)  0.316
H (0.31195, -0.20055, -2.42868)  0.313

Record 4
An isolated ion of composition C3H8N3 and charge +1 in a non-equilibrium geometry. Source: the Open Molecules 2025 dataset; level of theory: ωB97M-V/def2-TZVPD.

Multiplicity = 1
Energy = -282.956891 hartree
SMILES = CNCC=[N+]=N
Charge = +1
HOMO energy (alpha / beta) = -13.48 / -13.48 eV
Lowest unoccupied orbital energy (alpha / beta) = -0.216 / -0.216 Eh

Each line ends with the Mulliken charge.
Atoms and positions in Å:
C (-0.99935, -1.57744, 1.08725)  -0.817
N (-0.03720, -1.37474, 0.04970)  -0.172
C (0.52357, -0.13909, 0.28564)  -0.702
C (-0.09138, 1.27395, -0.36699)  -0.030
N (0.64993, 1.82227, -1.12876)  0.666
N (1.36379, 2.66231, -1.55171)  -0.598
H (-1.89321, -2.30094, 0.76550)  0.295
H (-0.55986, -1.92946, 2.05390)  0.295
H (-1.29540, -0.59113, 1.34425)  0.315
H (-0.31401, -1.69981, -0.87981)  0.288
H (1.55121, -0.05340, -0.17859)  0.319
H (0.63187, -0.05000, 1.41117)  0.404
H (-1.15511, 1.31886, -0.32634)  0.396
H (1.62514, 2.63862, -2.56522)  0.342

Record 5
A 2-piece molecular cluster, C3H8N3 overall in a non-equilibrium geometry. Source: the Open Molecules 2025 dataset; level of theory: ωB97M-V/def2-TZVPD.

Multiplicity = 1
Energy = -283.058398 hartree
Charge = +1
HOMO energy = -13.90 eV
Lowest unoccupied orbital energy = -0.141 Eh

Each line ends with the Mulliken charge.
Atoms and positions in Å:
C (1.12364, 1.04135, -0.16331)  -0.246
C (1.00153, -1.09950, 0.26099)  -0.168
C (0.06326, -0.46123, 0.95934)  -0.213
N (1.54368, -0.18985, -0.56955)  0.002
N (0.30661, 0.87757, 0.85855)  -0.059
N (-2.15019, -0.26457, -0.48656)  -0.680
H (1.30592, 1.98288, -0.55170)  0.420
H (1.43150, -2.06335, 0.47957)  0.386
H (-1.22830, 0.57360, -0.62575)  0.229
H (-0.52251, -1.07117, 1.65519)  0.319
H (2.16941, -0.50879, -1.30824)  0.250
H (0.12981, 1.55217, 1.56905)  0.246
H (-3.10467, 0.09831, -0.55315)  0.243
H (-2.06967, -0.46742, -1.52444)  0.269

Record 6
A 2-piece molecular cluster, C3H8N3 overall in a non-equilibrium geometry. Source: the Open Molecules 2025 dataset; level of theory: ωB97M-V/def2-TZVPD.

Multiplicity = 1
Energy = -282.951277 hartree
Charge = +1
HOMO energy = -14.14 eV
Lowest unoccupied orbital energy = -0.159 Eh

Each line ends with the Mulliken charge.
Atoms and positions in Å:
C (-2.00695, 0.50269, -0.43986)  -0.244
C (-1.59504, -0.81993, 0.06649)  -0.298
C (1.73376, 0.73718, -0.31967)  -0.257
N (3.10622, -0.99710, 0.53240)  -0.617
N (2.60395, -0.07916, 0.00227)  0.479
N (-0.89010, 0.41177, 0.44430)  -0.224
H (-1.75467, 0.90666, -1.46173)  0.243
H (-3.02065, 0.96009, -0.04381)  0.236
H (-2.07920, -1.23737, 0.97401)  0.252
H (-1.12329, -1.63477, -0.52521)  0.241
H (0.27737, 0.48385, 0.01315)  0.269
H (1.86623, 1.79500, -0.59772)  0.308
H (3.72994, -1.60208, -0.05345)  0.319
H (-0.84756, 0.57318, 1.40885)  0.292

Record 7
An isolated ion of composition C3H8N3 and charge +1 in a non-equilibrium geometry. Source: the Open Molecules 2025 dataset; level of theory: ωB97M-V/def2-TZVPD.

Multiplicity = 3
Energy = -282.950193 hartree
<S²> = 2.0060
Charge = +1
HOMO energy (alpha / beta) = -9.20 / -15.24 eV
Lowest unoccupied orbital energy (alpha / beta) = -0.145 / -0.234 Eh

Each line ends with the Mulliken charge.
Atoms and positions in Å:
C (0.10206, -2.05573, 0.28953)  -0.363
C (-0.34168, -1.10313, -0.82669)  -0.340
C (-0.31376, 1.05566, 0.26671)  0.231
N (0.73505, -1.81515, 1.32746)  -0.316
N (0.18580, 2.24142, 0.52819)  -0.318
N (0.14020, 0.24604, -0.64937)  -0.249
H (-0.21855, -3.07890, 0.12244)  0.423
H (0.01968, -1.49177, -1.77984)  0.327
H (-1.43563, -1.11590, -0.84675)  0.261
H (-1.17775, 0.73073, 0.84103)  0.387
H (-0.22956, 2.83560, 1.23037)  0.257
H (0.99182, 2.60168, 0.03320)  0.230
H (1.05567, -0.86620, 1.51716)  0.226
H (0.96441, 0.51289, -1.18173)  0.244

Record 8
C3H8N3 as an isolated structure in a non-equilibrium geometry. Source: the Open Molecules 2025 dataset; level of theory: ωB97M-V/def2-TZVPD.

Multiplicity = 3
Energy = -282.781609 hartree
<S²> = 2.0056
Charge = +1
HOMO energy (alpha / beta) = -13.82 / -16.43 eV
Lowest unoccupied orbital energy (alpha / beta) = -0.118 / -0.318 Eh

Each line ends with the Mulliken charge.
Atoms and positions in Å:
C (0.93787, -0.81850, 0.10142)  -0.589
C (0.76234, 0.74493, 0.13438)  -0.352
C (-0.66344, -1.13205, -0.01193)  0.024
N (-1.04326, -0.19723, 1.05591)  -0.374
N (-1.02122, -0.10779, -1.01895)  -0.277
N (-0.68979, 0.74951, 0.09524)  0.052
H (1.33862, -1.34003, -0.77704)  0.358
H (1.38070, -1.26986, 1.11244)  0.315
H (1.24410, 1.01127, 1.12732)  0.349
H (1.34931, 1.10857, -0.74135)  0.323
H (-0.83980, -2.19279, -0.21474)  0.451
H (-2.04298, -0.06136, 1.19703)  0.312
H (-0.53043, 0.10043, -1.88312)  0.314
H (-0.89690, 2.70055, 0.52738)  0.093

Record 9
An isolated ion of composition C3H8N3O and charge +1 in a non-equilibrium geometry. Source: the Open Molecules 2025 dataset; level of theory: ωB97M-V/def2-TZVPD.

Multiplicity = 1
Energy = -358.318021 hartree
SMILES = [NH2+]=C1NCCN1O
Charge = +1
HOMO energy = -14.70 eV
Lowest unoccupied orbital energy = -0.123 Eh

Each line ends with the Mulliken charge.
Atoms and positions in Å:
N (-1.55794, -1.45913, -0.04614)  -0.362
C (-0.55368, -0.61953, 0.01379)  0.221
N (0.69247, -1.07855, -0.01912)  -0.151
C (1.63083, 0.02082, -0.20842)  -0.340
C (0.71004, 1.18201, 0.23543)  -0.506
N (-0.54256, 0.65137, -0.33483)  0.152
O (-1.63515, 1.45459, -0.03406)  -0.417
H (-1.28247, -2.40061, 0.34009)  0.301
H (-2.32952, -0.91812, 0.36466)  0.320
H (1.02129, -1.98717, 0.24450)  0.185
H (1.88412, -0.01304, -1.29195)  0.242
H (2.52134, -0.19749, 0.45531)  0.328
H (0.66381, 1.27875, 1.33454)  0.295
H (0.79359, 2.16655, -0.24183)  0.331
H (-2.01619, 1.91955, -0.81198)  0.401

Record 10
An isolated ion of composition C3H8N3O and charge +1 in a non-equilibrium geometry. Source: the Open Molecules 2025 dataset; level of theory: ωB97M-V/def2-TZVPD.

Multiplicity = 1
Energy = -358.243624 hartree
SMILES = C=NO/[NH+]=C(/C)N
Charge = +1
HOMO energy = -14.91 eV
Lowest unoccupied orbital energy = -0.142 Eh

Each line ends with the Mulliken charge.
Atoms and positions in Å:
C (3.18545, 0.34806, 0.08709)  -0.263
N (1.95245, 0.14354, 0.34886)  -0.326
O (1.24320, -0.56051, -0.74486)  -0.191
N (-0.05643, -0.93767, -0.38141)  -0.118
C (-0.99661, -0.05215, -0.11122)  0.805
C (-2.36600, -0.46918, -0.11990)  -1.136
N (-0.69702, 1.13701, 0.30876)  -0.275
H (3.62990, 1.00306, 0.70750)  0.332
H (3.61254, 0.01510, -0.87084)  0.302
H (-0.11570, -1.98685, -0.22521)  0.313
H (-3.04521, 0.38808, 0.11332)  0.320
H (-2.71492, -0.87388, -1.00749)  0.366
H (-2.61604, -1.21852, 0.60918)  0.351
H (-1.27689, 1.72124, 0.89467)  0.273
H (0.26129, 1.34268, 0.39154)  0.248